{"formula": "C22H31N7O2", "method": "the ωB97M-V functional and the def2-TZVPD basis", "symbols": ["O", "C", "C", "C", "C", "C", "N", "N", "C", "N", "C", "N", "C", "C", "C", "C", "C", "C", "N", "C", "N", "C", "C", "C", "C", "C", "C", "N", "C", "O", "C", "H", "H", "H", "H", "H", "H", "H", "H", "H", "H", "H", "H", "H", "H", "H", "H", "H", "H", "H", "H", "H", "H", "H", "H", "H", "H", "H", "H", "H", "H", "H"], "positions_angstrom": [[8.91060, 0.56098, 0.51245], [7.56874, 0.70027, 0.36065], [6.74622, -0.36116, 0.73939], [5.38385, -0.24441, 0.59631], [4.79219, 0.91245, 0.07971], [3.35493, 0.97346, -0.04449], [2.77513, 2.01755, -0.51311], [1.44340, 2.13412, -0.65357], [0.41079, 1.27052, -0.42001], [0.64102, 0.02848, -0.02523], [-0.46713, -0.70984, 0.15913], [-0.31597, -1.97686, 0.57762], [-1.48757, -2.79314, 0.78637], [-2.00975, -3.37987, -0.52779], [-1.11615, -4.47780, -1.09903], [0.34680, -4.06433, -1.26874], [1.09394, -3.95562, 0.06298], [0.99447, -2.56658, 0.70152], [-1.70984, -0.26625, -0.02159], [-1.82109, 1.00202, -0.42253], [-3.05899, 1.47349, -0.66009], [-3.27061, 2.86677, -0.95640], [-3.92339, 3.63971, 0.19476], [-5.39176, 3.26682, 0.40501], [-5.62868, 2.05236, 1.30985], [-4.66550, 0.87627, 1.11007], [-4.20724, 0.66064, -0.33690], [-0.78240, 1.81864, -0.63928], [5.63112, 1.98016, -0.30111], [5.14580, 3.12561, -0.80554], [7.00853, 1.85835, -0.15507], [9.35621, 1.36358, 0.21471], [7.19805, -1.25426, 1.13840], [4.74459, -1.06441, 0.88979], [2.79902, 0.09991, 0.28002], [1.14908, 3.04422, -0.98342], [-2.26110, -2.15511, 1.22112], [-1.23703, -3.58565, 1.49406], [-2.09477, -2.56036, -1.24331], [-3.00990, -3.78531, -0.36155], [-1.51500, -4.77260, -2.07264], [-1.16099, -5.35606, -0.44923], [0.84150, -4.81659, -1.88731], [0.40228, -3.11192, -1.79893], [0.71387, -4.71598, 0.74820], [2.15430, -4.16485, -0.09147], [1.27302, -2.63170, 1.76256], [1.68669, -1.88336, 0.20762], [-2.29128, 3.29096, -1.18053], [-3.90493, 2.94332, -1.84825], [-3.35498, 3.47708, 1.11099], [-3.86063, 4.70192, -0.05092], [-5.91696, 4.11555, 0.84945], [-5.84762, 3.09176, -0.57220], [-5.56366, 2.36765, 2.35370], [-6.65237, 1.70903, 1.14205], [-5.15254, -0.03168, 1.47015], [-3.76754, 1.01854, 1.71378], [-3.90517, -0.37946, -0.46897], [-5.01009, 0.89430, -1.03999], [4.16609, 3.03809, -0.83970], [7.63036, 2.69060, -0.45350]], "mulliken_charge": [-0.541, 0.960, -0.871, -0.502, 0.530, 0.083, -1.095, 0.139, 0.318, -0.295, 0.280, 0.090, -1.163, -0.492, -0.883, -0.658, -0.735, -0.558, -0.192, 0.468, 0.008, -0.878, -0.664, -0.615, -0.852, -0.563, -0.923, -0.469, -0.188, -0.686, -0.539, 0.271, 0.436, 0.432, 0.324, 0.341, 0.509, 0.531, 0.357, 0.353, 0.382, 0.332, 0.344, 0.322, 0.430, 0.428, 0.051, 0.335, 0.461, 0.342, 0.330, 0.400, 0.363, 0.284, 0.342, 0.319, 0.416, 0.389, 0.322, 0.538, 0.486, 0.315], "smiles": "Oc1ccc(/C=N/Nc2nc(N3CCCCCC3)nc(N3CCCCCC3)n2)c(O)c1", "e_tot_ev": -37844.299, "homo_lumo_gap_ev": 8.46, "e_above_lowest_kj_mol": 135.99, "homo_energy_ev": -7.67}



{"formula": "CH3NOS2", "method": "the ωB97M-V functional and the def2-TZVPD basis", "symbols": ["C", "N", "S", "O", "S", "H", "H", "H"], "positions_angstrom": [[1.30450, -0.74418, -0.33683], [0.61830, 0.18267, 0.63548], [-0.87025, 0.64323, 0.20935], [-0.77511, 1.61824, -0.79120], [-1.98434, -0.90901, -0.10348], [2.22394, -0.91754, -0.03858], [0.69661, -1.26211, -1.01430], [-1.21365, 1.38870, 1.43956]], "mulliken_charge": [-0.217, -0.285, 0.525, -0.492, -0.303, 0.302, 0.278, 0.192], "smiles": "C=N[S@@H](=O)=S", "e_tot_ev": -26289.432, "homo_lumo_gap_ev": [7.76, 7.77], "e_above_lowest_kj_mol": 341.22, "homo_energy_ev": [-9.36, -9.36]}



{"formula": "C9H31NO7", "method": "the ωB97M-V functional and the def2-TZVPD basis", "symbols": ["C", "C", "C", "C", "C", "C", "C", "C", "C", "N", "O", "H", "H", "H", "H", "H", "H", "H", "H", "H", "H", "H", "H", "H", "H", "H", "H", "H", "H", "H", "O", "H", "H", "O", "H", "H", "O", "H", "H", "O", "H", "H", "O", "H", "H", "O", "H", "H"], "positions_angstrom": [[-20.66470, 20.39362, 2.94948], [-19.52032, 21.09993, 2.25689], [-19.00115, 20.18886, 1.13215], [-20.11219, 22.36742, 1.58897], [-19.06470, 23.40729, 1.17845], [-18.23563, 23.75258, 2.38764], [-17.63071, 22.60502, 3.20546], [-16.27131, 22.26344, 2.54450], [-17.40269, 23.15935, 4.59309], [-18.56633, 21.48450, 3.31655], [-17.99888, 20.34295, 3.93698], [-21.13861, 20.92729, 3.77585], [-21.49927, 20.24007, 2.25591], [-20.36020, 19.42261, 3.34528], [-18.26296, 20.74550, 0.54814], [-18.55661, 19.30321, 1.59653], [-19.80029, 19.87691, 0.46633], [-20.71907, 22.08234, 0.72457], [-20.84839, 22.80720, 2.27207], [-18.46432, 22.90228, 0.41128], [-19.59812, 24.24499, 0.73505], [-18.83918, 24.45160, 2.97596], [-17.42896, 24.37878, 1.98882], [-16.25987, 21.94468, 1.50054], [-15.77290, 21.50829, 3.15891], [-15.63312, 23.14889, 2.54620], [-17.04420, 22.41789, 5.32318], [-18.29830, 23.43487, 5.15605], [-16.68364, 23.97894, 4.55422], [-17.32971, 20.04157, 3.29746], [-14.97100, 21.45542, -2.53789], [-15.71624, 22.06497, -2.54903], [-14.99747, 21.04333, -1.65896], [-13.10455, 21.40257, 3.32212], [-12.90283, 20.46571, 3.44254], [-13.61186, 21.64915, 4.10485], [-12.24358, 23.85702, 0.05565], [-12.85205, 23.24578, 0.49654], [-12.31263, 24.68049, 0.55149], [-13.45338, 21.19951, 0.48548], [-13.37872, 21.44458, 1.42818], [-14.21709, 20.59743, 0.44775], [-15.89771, 19.72085, -0.34321], [-15.76529, 19.01124, 0.29949], [-16.85139, 19.87383, -0.34676], [-11.57116, 20.79377, -1.70770], [-10.77906, 20.29705, -1.47838], [-12.05107, 20.90221, -0.86674]], "mulliken_charge": [-1.972, 1.800, -1.433, -1.399, -0.580, -1.267, 2.173, -1.944, -2.191, 0.179, -0.467, 0.432, 0.383, 0.389, -0.097, 0.530, 0.382, 0.439, 0.427, 0.203, 0.397, 0.434, 0.385, 0.370, 0.475, 0.477, 0.360, 0.478, 0.398, 0.307, -0.643, 0.289, 0.307, -0.672, 0.309, 0.291, -0.608, 0.327, 0.299, -0.578, 0.354, 0.249, -0.679, 0.329, 0.287, -0.614, 0.300, 0.384], "smiles": "CC1(C)CCCC(C)(C)N1O.O.O.O.O.O.O", "e_tot_ev": -25657.012, "homo_lumo_gap_ev": 8.75, "e_above_lowest_kj_mol": 106.31, "homo_energy_ev": -8.97}



{"formula": "C4H8O3S", "method": "the ωB97M-V functional and the def2-TZVPD basis", "symbols": ["C", "S", "C", "C", "O", "C", "O", "O", "H", "H", "H", "H", "H", "H", "H", "H"], "positions_angstrom": [[-0.13264, -2.38942, 2.14203], [0.70102, -1.03616, 1.31544], [-0.43765, -0.92536, -0.09337], [0.02185, 0.11216, -1.14400], [-0.71922, -0.08062, -2.34659], [-0.01397, 1.52228, -0.76146], [-0.77509, 2.35944, -1.18898], [0.79277, 1.86866, 0.30411], [0.31244, -2.58129, 3.02084], [-0.08318, -3.04031, 1.43146], [-1.13249, -1.90435, 2.56959], [-1.39466, -0.60329, 0.32525], [-0.52180, -2.04561, -0.27346], [1.08394, -0.23152, -1.19802], [-1.15296, 0.97721, -2.47745], [0.65921, 2.91006, 0.54726]], "mulliken_charge": [-0.937, -0.033, -0.843, 0.130, -0.632, 0.626, -0.613, -0.469, 0.415, 0.351, 0.213, 0.331, 0.402, 0.251, 0.422, 0.386], "smiles": "CSC[C@@H](O)C(=O)O", "e_tot_ev": -21253.245, "homo_lumo_gap_ev": 9.13, "e_above_lowest_kj_mol": 238.64, "homo_energy_ev": -8.56}